The following is a DFT calculation (wB97M-V/def2-TZVPD) of a structure of composition C34H46AsClIMnN6O2SSi3 in a non-equilibrium geometry.

Max |F| (Eh/bohr): 0.020
Highest occupied orbital energy (spin up / spin down) (eV): -12.79 / -12.86
Frontier orbital gap (spin up / spin down) (Eh): 0.236 / 0.249
2S+1: 5
Charge: +2
Lowest unoccupied orbital energy (spin up / spin down) (eV): -6.353 / -6.077

XYZ file:
```
96
Properties=species:S:1:pos:R:3:forces:R:3:mulliken_charge:R:1
Mn 0.666 0.044 0.251 0.94 -0.33 0.29 -0.09
Cl 6.328 0.029 4.117 0.00 0.00 -0.01 -0.23
C 4.706 0.055 3.532 0.11 -0.01 -0.02 0.43
C 3.667 0.097 4.410 -0.18 0.01 -0.01 -0.31
C 2.323 0.117 3.956 0.18 -0.02 0.22 -0.16
I 0.817 0.105 5.376 -0.07 0.04 0.00 0.09
C 2.039 0.114 2.618 -0.54 -0.04 -0.43 -0.28
O 0.788 0.144 2.096 0.27 0.05 0.54 0.12
C 3.125 0.047 1.709 0.09 -0.03 -0.19 -0.07
N 2.792 -0.010 0.384 -0.09 0.09 0.27 0.72
C 3.741 -0.100 -0.516 0.12 -0.01 -0.09 -0.50
C 5.105 -0.126 -0.178 -0.12 -0.01 -0.08 -1.31
C 5.461 -0.065 1.139 0.01 0.00 0.13 -0.99
C 4.462 0.017 2.135 0.13 0.00 -0.04 0.52
H 3.868 0.110 5.472 -0.01 0.00 0.00 0.48
H 3.430 -0.156 -1.553 0.03 0.00 0.01 0.54
H 5.848 -0.198 -0.959 -0.01 0.00 0.00 0.51
H 6.502 -0.085 1.433 -0.01 0.00 0.01 0.51
S 2.338 4.853 -5.307 0.00 0.01 -0.01 0.19
N 2.029 3.273 -5.320 0.01 0.07 0.12 -0.67
C 1.793 2.928 -4.062 -0.07 -0.32 -0.13 0.65
C 1.454 1.586 -3.610 0.04 0.20 -0.21 0.91
C 1.350 0.486 -4.463 0.01 0.03 -0.10 -0.72
C 1.002 -0.740 -3.943 -0.03 -0.08 0.08 -1.27
C 0.753 -0.848 -2.578 -0.01 0.13 -0.13 -0.97
N 0.845 0.202 -1.763 0.04 -0.04 -0.14 1.55
C 1.205 1.409 -2.255 -0.10 0.09 0.25 -0.81
C 1.327 2.523 -1.303 0.02 -0.27 -0.09 -1.09
N 1.128 2.226 -0.009 -0.20 0.09 -0.12 0.84
C 1.254 3.179 0.899 0.06 0.07 -0.03 -0.63
C 1.585 4.493 0.558 -0.02 -0.09 0.09 -1.22
C 1.789 4.807 -0.765 0.00 0.04 -0.08 -0.78
C 1.662 3.801 -1.730 0.12 0.20 -0.17 1.10
C 1.882 4.003 -3.155 -0.01 0.18 0.28 0.62
N 2.187 5.156 -3.733 -0.01 -0.12 -0.04 -0.66
H 1.542 0.618 -5.521 0.00 0.00 0.01 0.58
H 0.915 -1.616 -4.570 0.00 0.01 -0.01 0.61
H 0.481 -1.786 -2.115 0.01 -0.01 0.01 0.52
H 1.094 2.883 1.930 -0.01 0.01 0.00 0.50
H 1.679 5.240 1.333 0.00 0.00 -0.01 0.53
H 2.051 5.811 -1.074 0.00 -0.01 0.00 0.59
C 1.583 -5.535 1.116 0.00 0.01 -0.07 -0.99
N 1.560 -4.291 0.344 0.02 0.02 0.01 0.39
C 1.992 -4.318 -1.050 -0.01 -0.04 0.04 -0.80
C 1.135 -3.144 0.869 0.14 -0.02 -0.24 -0.15
C 0.731 -3.139 2.309 0.02 0.01 0.06 -0.70
O 1.092 -2.116 0.146 -0.28 -0.09 0.08 -0.02
H 1.854 -6.345 0.447 -0.01 -0.02 0.03 0.38
H 0.602 -5.755 1.536 0.00 -0.01 0.00 0.34
H 2.316 -5.491 1.921 0.01 0.00 0.01 0.31
H 2.649 -5.170 -1.200 0.00 0.01 0.00 0.50
H 2.531 -3.404 -1.286 0.02 0.01 0.00 0.17
H 1.137 -4.411 -1.725 -0.01 0.00 0.00 0.23
H -0.105 -3.820 2.475 0.00 0.03 0.00 0.46
H 0.446 -2.135 2.600 -0.06 0.09 0.03 -0.72
H 1.552 -3.480 2.943 -0.01 0.01 -0.02 0.51
C -1.965 1.924 3.054 0.07 0.17 0.07 -0.79
Si -2.780 0.410 2.360 0.21 0.02 -0.13 0.56
C -4.597 0.694 2.206 -0.24 0.05 0.05 -1.11
C -2.449 -1.129 3.327 -0.04 -0.23 0.08 -0.70
As -1.813 0.084 0.191 -0.65 0.11 -0.17 0.74
Si -2.889 -1.815 -0.804 0.13 0.15 0.11 0.54
C -4.629 -1.927 -0.190 -0.19 -0.10 0.05 -1.23
C -1.975 -3.339 -0.281 0.10 -0.19 0.07 -0.46
C -2.858 -1.634 -2.653 0.01 0.06 -0.19 -0.97
Si -2.662 1.941 -1.076 0.14 -0.17 0.03 0.69
C -4.516 1.977 -0.961 -0.20 0.01 0.01 -1.32
C -2.171 1.741 -2.868 0.04 0.03 -0.14 -0.92
C -1.923 3.490 -0.355 0.06 0.17 0.03 -0.79
H -1.884 1.838 4.139 -0.03 0.01 0.05 0.48
H -2.558 2.814 2.832 0.05 0.01 -0.01 0.37
H -0.955 2.053 2.668 0.03 0.00 0.03 -0.10
H -4.963 0.809 3.233 -0.05 0.01 -0.03 0.41
H -5.134 -0.139 1.758 -0.04 0.02 0.03 0.29
H -4.847 1.608 1.668 0.01 -0.04 0.06 0.27
H -3.113 -1.132 4.197 0.05 -0.04 0.02 0.50
H -1.422 -1.171 3.684 0.05 -0.01 -0.02 -0.09
H -2.661 -2.032 2.750 -0.02 0.00 0.03 0.17
H -4.672 -2.250 0.851 -0.03 0.02 -0.01 0.31
H -5.123 -2.694 -0.796 -0.03 0.00 0.06 0.43
H -5.206 -1.010 -0.297 -0.01 -0.03 -0.03 0.34
H -1.978 -3.450 0.806 0.02 -0.02 -0.01 0.09
H -0.943 -3.340 -0.628 0.01 -0.03 -0.04 -0.18
H -2.484 -4.207 -0.709 0.02 0.00 0.03 0.58
H -3.774 -1.155 -3.008 0.03 0.01 -0.02 0.34
H -2.813 -2.631 -3.099 -0.04 0.02 -0.03 0.46
H -2.015 -1.056 -3.030 0.01 -0.07 -0.01 0.11
H -4.974 1.035 -0.665 0.02 0.02 -0.05 0.24
H -4.906 2.239 -1.948 -0.05 0.04 0.03 0.46
H -4.845 2.743 -0.258 -0.04 -0.02 -0.02 0.41
H -3.020 1.393 -3.458 0.02 0.01 -0.01 0.50
H -1.354 1.044 -3.038 0.08 0.02 -0.01 -0.09
H -1.872 2.718 -3.262 -0.02 -0.03 -0.04 0.47
H -1.602 3.377 0.680 -0.04 0.00 0.01 0.06
H -2.673 4.285 -0.381 0.03 0.02 -0.03 0.59
H -1.067 3.823 -0.946 -0.01 0.02 0.04 0.10
```
Forces are in eV/Å.

***

The following is a DFT calculation (wB97M-V/def2-TZVPD) of a structure of composition C28H33BF2N4OS2Si2W in a non-equilibrium geometry.

Max |F| (Eh/bohr): 0.069
Highest occupied orbital energy (spin up / spin down) (eV): -5.99 / -5.86
Frontier orbital gap (spin up / spin down) (Eh): 0.167 / 0.156
2S+1: 1
Charge: 0
Lowest unoccupied orbital energy (spin up / spin down) (eV): -1.437 / -1.626

XYZ file:
```
74
Properties=species:S:1:pos:R:3:forces:R:3:mulliken_charge:R:1
W 1.062 -1.045 0.348 2.75 2.01 1.06 0.77
C 1.408 1.579 4.293 -0.10 -0.16 -0.24 -1.83
C 1.216 1.313 2.823 1.29 -2.60 0.55 0.93
N 1.543 0.165 2.243 -0.83 0.98 -0.07 0.22
N 1.914 -0.958 2.929 0.61 1.24 1.92 -0.50
C 1.778 -2.034 2.159 -0.80 -1.19 -1.15 -0.63
N 2.128 -3.213 2.673 0.08 0.56 0.25 -0.18
S 3.677 -2.427 0.006 -1.05 0.40 -0.03 -0.18
C 0.700 2.322 1.993 -1.13 2.73 -0.80 0.03
C 0.387 3.644 2.332 0.96 -2.46 0.72 -0.46
C -0.071 4.558 1.376 -0.57 0.66 -2.09 -0.67
C -0.184 4.260 0.044 0.04 0.35 1.59 -1.40
C 0.112 2.908 -0.418 -0.50 -0.09 -1.04 0.80
N 0.447 1.973 0.653 0.78 0.95 2.02 0.76
H 1.337 0.663 4.878 -0.04 0.02 0.00 0.51
H 0.643 2.261 4.652 -0.03 0.01 0.07 0.43
H 2.382 2.031 4.482 0.04 0.03 -0.01 0.29
H 2.230 -0.925 3.900 -0.15 0.08 -0.33 0.25
H 2.570 -3.303 3.580 0.01 -0.06 -0.17 0.16
H 2.139 -4.018 2.073 -0.10 -0.05 -0.03 0.18
H 0.550 3.980 3.340 0.17 0.05 0.12 0.37
H -0.274 5.568 1.702 -0.04 0.08 -0.01 0.43
H -0.427 5.007 -0.691 -0.07 0.13 -0.06 0.52
H 0.706 2.818 -1.325 0.13 -0.18 0.10 -0.10
C 1.644 -5.050 -0.446 -0.18 0.76 -0.03 -1.53
Si 1.573 -3.156 -0.850 0.50 -0.11 -0.81 0.00
C 4.586 -1.944 -1.488 -0.10 -0.14 0.05 -0.45
C 1.931 -2.919 -2.712 -0.25 -0.15 0.49 0.50
C 2.397 -3.922 -3.557 -0.02 -0.11 0.04 -0.53
C 2.674 -3.657 -4.887 0.07 -0.12 -0.08 -0.71
C 2.493 -2.378 -5.384 0.03 0.02 -0.15 -0.74
C 2.029 -1.375 -4.550 0.08 -0.09 -0.08 -0.59
C 1.739 -1.629 -3.216 -0.15 0.30 0.32 -0.39
Si 1.118 -0.193 -2.083 -0.27 -1.00 -0.51 0.96
C 2.475 1.175 -2.401 -0.49 -0.41 0.21 -1.86
C -0.534 0.308 -2.954 0.60 0.05 0.38 -1.38
H 2.658 -5.435 -0.351 0.12 0.12 -0.08 0.46
H 1.139 -5.615 -1.224 -0.14 -0.10 -0.16 0.46
H 1.116 -5.250 0.481 -0.15 -0.09 0.20 0.45
H 4.683 -2.806 -2.141 0.07 0.05 -0.11 0.28
H 5.567 -1.605 -1.169 0.08 0.07 -0.01 0.44
H 4.059 -1.151 -2.006 0.09 0.05 -0.09 -0.16
H 2.553 -4.920 -3.171 0.02 -0.14 0.02 0.36
H 3.033 -4.444 -5.536 0.04 -0.06 -0.04 0.40
H 2.711 -2.167 -6.420 0.02 0.03 -0.12 0.40
H 1.894 -0.378 -4.945 -0.02 0.18 -0.13 0.42
H 2.069 2.049 -2.903 -0.14 0.20 -0.11 0.55
H 3.267 0.790 -3.038 0.09 -0.11 -0.09 0.54
H 2.938 1.509 -1.473 0.04 0.04 0.15 0.36
H -0.573 -0.038 -3.981 0.10 -0.06 -0.22 0.59
H -0.681 1.383 -2.958 -0.08 0.35 -0.04 0.34
H -1.366 -0.143 -2.422 -0.13 -0.14 0.16 0.18
C -6.383 0.424 2.769 0.00 -0.26 0.25 -0.80
C -7.170 1.681 2.578 0.30 -0.03 -0.22 0.65
O -8.227 1.920 3.088 -0.12 0.00 0.09 -0.54
S -6.534 2.901 1.424 0.09 0.26 -0.16 -0.14
C -4.859 2.429 1.020 -0.40 0.10 0.24 0.13
C -4.526 2.197 -0.306 -0.07 0.05 0.12 -0.93
C -3.213 1.951 -0.653 0.32 -0.02 0.06 -0.44
C -2.222 1.916 0.326 -0.44 0.13 0.27 -0.48
C -2.569 2.122 1.657 0.15 -0.16 -0.08 0.49
C -3.879 2.395 2.003 0.07 0.09 -0.12 -1.51
C -0.833 1.760 -0.116 0.04 0.60 -0.95 1.19
C 0.144 0.697 0.020 0.20 -2.57 -0.74 -0.31
H -6.531 0.063 3.785 -0.04 0.01 0.03 0.28
H -5.326 0.547 2.562 -0.05 -0.11 0.02 0.26
H -6.780 -0.328 2.088 -0.03 -0.02 -0.09 0.27
H -5.295 2.242 -1.060 -0.07 -0.07 -0.11 0.47
H -2.949 1.782 -1.684 0.06 -0.03 -0.17 0.47
H -1.809 2.089 2.422 0.01 0.00 0.08 0.57
H -4.138 2.606 3.031 -0.01 0.00 0.06 0.48
F -2.033 -1.289 0.226 -1.02 0.39 -0.28 -0.22
B -0.892 -1.685 0.800 0.28 -0.52 -0.61 0.26
F -1.137 -2.588 1.761 -0.51 -0.74 0.82 -0.24
```
Forces are in eV/Å.

***

Q: Look up the max |F| of the second one.
A: 0.069 Eh/bohr

***

Q: Among the records above, which one has the lowest max |F|?
A: C34H46AsClIMnN6O2SSi3